# 1
Below is the molecule C9H7BrN2S, with properties calculated with wB97M-V/def2-TZVPD.

Summary:
Highest occupied orbital energy = -7.86 eV
E = -3428.82774 Eh
SMILES string = S=c1[nH]ccn1-c1ccc(Br)cc1
Energy relative to the best compared isomer or geometry (same formula, charge and spin) = 0.0 kJ/mol

Each line ends with the Mulliken charge.
Atoms and positions in Å:
S 1.505 2.890 0.408  -0.46
C 1.717 1.348 0.879  0.07
N 2.816 0.898 1.583  -0.07
C 2.908 -0.480 1.616  -0.46
C 1.807 -1.017 0.949  -0.20
N 1.077 0.117 0.380  0.15
C -0.223 -0.031 -0.233  0.98
C -0.993 1.041 -0.593  -0.21
C -2.309 0.993 -1.095  -0.64
C -2.942 -0.204 -1.359  0.28
Br -4.540 -0.625 -2.288  -0.17
C -2.177 -1.347 -1.142  -0.72
C -0.873 -1.239 -0.584  -0.40
H 3.548 1.469 2.027  0.23
H 3.634 -1.028 2.160  0.41
H 1.569 -2.110 0.910  0.24
H -0.603 1.988 -0.586  0.28
H -2.841 1.856 -1.531  0.30
H -2.736 -2.300 -1.117  0.33
H -0.343 -2.219 -0.383  0.08

***

# 2
Below is a structure of composition C30H36MoN7O7Se3Te2, with properties calculated with wB97M-V/def2-TZVPD.

Summary:
Highest occupied orbital energy (spin up / spin down) = -6.45 / -6.75 eV
Multiplicity = 4
E = -9883.21507 Eh
Energy relative to the best compared isomer or geometry (same formula, charge and spin) = 161.1 kJ/mol

Each line ends with the Mulliken charge.
Atoms and positions in Å:
Mo 2.635 -0.752 0.368  -0.40
O 6.150 -2.702 -2.248  -0.49
C 5.307 -2.172 -1.345  -0.51
O 4.759 -2.878 -0.539  -0.28
C 5.245 -0.709 -1.350  1.01
C 6.189 -0.020 -2.092  -0.72
C 6.366 1.351 -1.906  -1.06
C 5.649 1.973 -0.925  -1.05
C 4.683 1.243 -0.213  1.22
N 4.380 -0.076 -0.498  0.97
C 3.865 1.707 0.822  0.20
O 3.917 2.929 1.378  -0.58
O 3.024 0.865 1.273  -0.36
H 6.205 -3.656 -2.094  0.38
H 6.802 -0.572 -2.787  0.57
H 7.082 1.889 -2.508  0.43
H 5.804 3.021 -0.708  0.28
H 4.631 3.434 0.973  0.27
Se 1.932 -4.844 1.437  -0.09
Se 3.981 -5.570 1.839  -0.10
Te 5.568 -3.649 2.465  -0.13
Se 4.209 -1.582 2.542  -0.10
N -0.558 1.002 4.241  -0.67
N 0.054 0.059 3.468  1.03
N 0.158 -1.205 3.839  -1.12
C 0.882 -1.722 2.877  -0.28
N 1.189 -0.806 1.940  0.72
N 0.617 0.332 2.326  -0.09
H -0.976 0.540 5.039  0.35
H -1.241 1.528 3.700  0.23
H 1.182 -2.752 2.828  0.19
C 0.677 2.093 -2.378  -1.54
C 1.591 1.055 -1.733  0.65
O 2.707 0.882 -2.252  -0.60
N 1.187 0.364 -0.654  1.31
Te -0.917 1.048 0.054  0.43
C -2.616 1.550 1.469  -0.74
C -2.820 2.919 1.720  1.27
C -2.060 3.990 0.980  -1.41
C -3.769 3.311 2.658  -1.11
C -4.525 2.387 3.368  0.64
C -5.497 2.823 4.427  -1.61
C -4.318 1.039 3.108  -0.88
C -3.372 0.611 2.181  1.31
C -3.184 -0.864 1.961  -0.97
C -2.143 -0.250 -1.155  0.58
C -1.956 -1.633 -1.183  1.03
C -0.942 -2.347 -0.346  -1.55
C -2.757 -2.413 -2.015  -1.12
C -3.739 -1.851 -2.811  0.83
C -4.590 -2.708 -3.704  -1.59
C -3.921 -0.473 -2.756  -1.05
C -3.142 0.339 -1.946  0.87
C -3.400 1.820 -1.919  -1.28
H 1.185 2.509 -3.246  0.50
H 0.465 2.891 -1.665  0.28
H -0.260 1.630 -2.692  0.27
H -0.996 3.760 0.949  0.15
H -2.194 4.957 1.463  0.46
H -2.414 4.067 -0.051  0.22
H -3.919 4.369 2.841  0.35
H -5.711 3.887 4.344  0.38
H -5.074 2.643 5.417  0.30
H -6.432 2.268 4.352  0.37
H -4.909 0.298 3.634  0.45
H -3.285 -1.422 2.892  0.51
H -2.204 -1.059 1.531  -0.64
H -3.932 -1.233 1.256  0.36
H -0.260 -1.647 0.125  -0.10
H -0.355 -3.026 -0.962  0.66
H -1.430 -2.962 0.416  0.39
H -2.588 -3.483 -2.037  0.41
H -4.341 -3.759 -3.577  0.35
H -4.444 -2.435 -4.749  0.34
H -5.645 -2.570 -3.463  0.36
H -4.689 -0.020 -3.373  0.42
H -4.163 2.094 -2.646  0.45
H -2.489 2.380 -2.140  0.16
H -3.739 2.120 -0.925  0.12
C 2.772 -2.055 -3.264  -0.93
C 2.184 -2.660 -2.011  0.70
O 1.556 -3.691 -2.033  -0.58
O 2.378 -1.974 -0.892  -0.75
H 2.127 -2.308 -4.102  0.39
H 3.754 -2.490 -3.453  0.25
H 2.874 -0.976 -3.155  0.14

***

# 3
Below is a structure of composition C5H6EuO2, with properties calculated with wB97M-V/def2-TZVPD.

Summary:
Net charge = +1
Highest occupied orbital energy (spin up / spin down) = -9.83 / -10.26 eV
Multiplicity = 7
E = -1054.31296 Eh
Energy relative to the best compared isomer or geometry (same formula, charge and spin) = 58.0 kJ/mol

Each line ends with the Mulliken charge.
Atoms and positions in Å:
C 1.854 -0.488 2.229  -0.11
C 0.977 -0.704 1.355  -0.35
C -0.347 -1.110 0.849  -0.19
C -1.077 -2.027 1.791  0.16
O -2.265 -1.952 2.026  -0.44
Eu -4.545 -0.258 1.875  0.86
H 2.351 -0.529 3.187  0.34
H -0.207 -1.677 -0.089  0.30
H -0.971 -0.238 0.610  0.14
H -0.471 -2.823 2.268  0.37
C 2.672 0.032 0.451  -0.33
O 2.597 1.238 -0.148  -0.44
H 2.977 -0.728 -0.294  0.31
H 3.382 1.761 0.054  0.36

***

# 4
Below is a structure of composition C6H16B3O12PS3, with properties calculated with wB97M-V/def2-TZVPD.

Summary:
Highest occupied orbital energy = -9.80 eV
E = -2751.80954 Eh

Each line ends with the Mulliken charge.
Atoms and positions in Å:
C -1.509 0.903 1.232  -0.64
C -1.887 1.573 -0.105  -0.36
B -3.416 1.779 -0.246  0.26
O -4.354 0.833 0.169  -0.40
B -5.528 1.283 0.712  0.53
S -6.469 0.294 1.957  -0.37
O -5.970 2.562 0.425  -0.27
B -4.921 3.419 0.155  0.51
P -4.701 5.124 1.077  0.30
O -4.698 6.313 0.197  -0.62
O -3.958 2.990 -0.710  -0.27
H -1.447 1.659 2.013  0.36
H -2.265 0.189 1.547  0.33
H -0.541 0.421 1.180  -0.14
H -1.462 1.030 -0.949  0.34
H -1.442 2.567 -0.146  0.24
H -6.949 -0.648 1.146  0.11
H -5.672 5.120 2.098  0.04
H -3.501 4.948 1.801  0.03
C 4.334 -1.074 0.980  -0.30
C 4.552 -0.658 2.420  -0.42
O 3.595 0.394 2.622  -0.34
S 2.280 0.101 1.771  1.09
O 1.309 -0.525 2.592  -0.55
O 1.964 1.262 1.025  -0.55
O 2.907 -1.009 0.817  -0.19
H 4.799 -0.379 0.279  0.29
H 4.673 -2.085 0.772  0.32
H 5.549 -0.270 2.605  0.31
H 4.334 -1.471 3.115  0.30
C 1.682 -3.479 -2.609  -0.32
C 2.497 -4.165 -3.687  -0.38
O 3.552 -3.229 -3.963  -0.31
S 3.957 -2.457 -2.630  1.14
O 5.083 -3.076 -2.031  -0.56
O 3.950 -1.067 -2.895  -0.54
O 2.670 -2.855 -1.776  -0.21
H 1.031 -2.706 -3.022  0.30
H 1.100 -4.172 -2.010  0.29
H 1.935 -4.343 -4.598  0.31
H 2.937 -5.098 -3.331  0.29

***

# 5
Below is a structure of composition C16H27N2O, with properties calculated with wB97M-V/def2-TZVPD.

Summary:
Net charge = +1
Highest occupied orbital energy = -12.40 eV
E = -810.29975 Eh
Energy relative to the best compared isomer or geometry (same formula, charge and spin) = 266.6 kJ/mol

Each line ends with the Mulliken charge.
Atoms and positions in Å:
C -3.751 -2.179 -1.253  -0.73
C -3.563 -0.834 -1.953  -0.72
C -2.514 0.054 -1.269  -0.58
N -1.287 -0.655 -0.976  0.48
C -0.154 0.146 -0.794  -0.15
C 1.161 -0.524 -1.024  0.32
C 1.212 -1.814 -1.572  -0.65
C 2.438 -2.456 -1.719  -0.72
C 3.623 -1.776 -1.398  -0.49
C 3.573 -0.431 -0.985  -0.85
C 2.345 0.207 -0.849  -0.16
C -1.470 -1.866 -0.191  -0.99
C -2.402 -2.837 -0.923  -0.67
H -4.311 -2.033 -0.320  0.32
H -4.336 -2.850 -1.896  0.36
H -3.256 -1.007 -2.995  0.35
H -4.511 -0.285 -1.978  0.35
H -2.275 0.911 -1.917  0.34
H -2.956 0.450 -0.333  0.37
H -0.206 0.997 -1.503  0.39
H 0.285 -2.251 -1.941  0.59
H 2.451 -3.478 -2.104  0.41
H 4.578 -2.291 -1.485  0.40
H 4.502 0.130 -0.808  0.42
H 2.270 1.293 -0.694  0.57
H -0.506 -2.355 -0.023  0.64
H -1.913 -1.628 0.795  0.44
H -2.545 -3.734 -0.304  0.42
H -1.928 -3.161 -1.865  0.23
C 1.671 1.128 3.932  -1.26
C 1.150 2.257 3.057  -0.80
C 1.048 1.991 1.552  0.47
C 0.649 3.325 0.937  -0.95
O 0.584 3.182 -0.483  -0.42
N 0.222 0.841 1.173  -0.13
H 1.826 1.516 4.942  0.42
H 0.962 0.299 3.997  0.32
H 2.633 0.757 3.567  0.31
H 0.172 2.612 3.421  0.41
H 1.839 3.115 3.149  0.37
H 2.050 1.746 1.188  0.09
H -0.323 3.669 1.336  0.37
H 1.424 4.071 1.185  0.43
H 0.330 4.035 -0.871  0.32
H -0.462 0.642 1.902  0.32
H -0.331 1.070 0.293  0.06

***

# 6
Below is a cluster of 2 separate species, C4H6N2O3 in total, with properties calculated with wB97M-V/def2-TZVPD.

Summary:
Highest occupied orbital energy (spin up / spin down) = -10.69 / -10.69 eV
E = -491.01450 Eh
Energy relative to the best compared isomer or geometry (same formula, charge and spin) = 752.0 kJ/mol

Each line ends with the Mulliken charge.
Atoms and positions in Å:
C 0.244 -1.631 0.047  0.26
C -0.831 0.340 -1.181  -1.38
C -1.304 0.115 1.127  -1.83
C -0.328 -0.324 0.086  1.37
N 0.619 -2.725 0.087  -0.43
N 2.325 0.532 0.019  1.11
O 3.299 1.034 0.433  -0.63
O 2.144 0.006 -1.023  -0.57
O 1.282 0.605 0.854  -0.46
H 0.029 0.710 -1.915  0.32
H -1.371 -0.364 -1.662  0.43
H -1.442 1.158 -1.068  0.44
H -0.884 -0.181 2.061  0.41
H -2.167 -0.395 1.020  0.52
H -1.615 1.120 1.116  0.45

***

# 7
Below is a cluster of 2 separate species, S2 in total, with properties calculated with wB97M-V/def2-TZVPD.

Summary:
Net charge = -1
Highest occupied orbital energy (spin up / spin down) = -4.05 / -2.81 eV
Multiplicity = 2
E = -796.22508 Eh
Energy relative to the best compared isomer or geometry (same formula, charge and spin) = 489.8 kJ/mol

Each line ends with the Mulliken charge.
Atoms and positions in Å:
S 0.000 0.000 1.846  -0.50
S 0.000 0.000 -1.846  -0.50

***

# 8
Below is a structure of composition C27H36B2F32InNO7P, with properties calculated with wB97M-V/def2-TZVPD.

Summary:
Net charge = -1
Highest occupied orbital energy = -3.69 eV
E = -5408.66128 Eh

Each line ends with the Mulliken charge.
Atoms and positions in Å:
C 0.362 5.379 -0.339  -0.60
C 1.184 6.622 -0.211  -0.10
C 2.850 6.639 -0.130  -0.79
In 3.608 4.506 -0.078  0.25
B 2.665 3.495 1.721  0.08
N 1.676 4.283 2.610  -0.72
O 2.978 2.091 2.121  -0.33
B 5.878 4.322 0.196  0.36
O 6.675 5.026 1.219  -0.56
O 6.624 3.389 -0.705  -0.54
C 6.156 2.004 -0.539  0.44
C 7.325 1.104 0.246  -0.84
P 3.060 3.458 -2.318  0.02
C 4.608 3.868 -3.428  -0.81
C 2.763 1.575 -2.216  -0.17
H -0.582 5.292 0.382  0.21
H 0.604 4.467 -1.041  0.25
H 0.566 7.640 -0.139  0.22
H 3.204 7.099 -1.170  0.19
H 3.266 7.346 0.705  0.27
H 0.690 4.002 2.362  0.20
H 1.771 5.310 2.421  0.22
H 2.175 1.836 2.695  0.13
H 7.544 4.530 1.294  0.26
H 6.055 1.492 -1.611  0.10
H 5.134 1.902 0.050  -0.26
H 8.168 1.856 0.606  0.22
H 7.777 0.267 -0.470  0.26
H 6.894 0.588 1.218  0.14
H 4.277 4.529 -4.350  0.31
H 5.200 2.911 -3.753  0.21
H 5.372 4.549 -2.816  0.15
H 2.527 1.212 -3.328  -0.08
H 1.751 1.392 -1.620  0.04
H 3.621 0.957 -1.712  0.10
C 3.399 -3.254 1.139  -0.76
C 4.773 -3.720 1.642  0.95
C 4.780 -4.282 3.058  0.03
F 4.400 -3.365 3.975  -0.19
F 6.034 -4.674 3.411  -0.29
F 5.666 -2.703 1.509  -0.24
F 5.203 -4.703 0.789  -0.35
O 3.141 -1.851 1.235  -0.31
C 2.632 -1.407 2.491  0.88
C 3.567 -0.411 3.189  0.03
F 4.781 -0.963 3.441  -0.24
F 3.063 -0.024 4.390  -0.30
F 2.336 -2.480 3.261  -0.32
F 1.443 -0.805 2.215  -0.20
H 3.377 -3.459 0.061  0.45
H 2.575 -3.853 1.545  0.30
H 4.125 -5.154 3.142  0.27
H 3.722 0.480 2.575  0.44
C -0.119 -2.304 -7.528  -0.69
C 0.807 -2.940 -6.481  0.87
C 0.340 -2.791 -5.038  0.14
F 0.267 -1.497 -4.654  -0.20
F 1.216 -3.390 -4.187  -0.29
F 2.067 -2.457 -6.646  -0.27
F 0.883 -4.278 -6.769  -0.34
O 0.261 -1.007 -7.993  -0.41
C -0.188 0.086 -7.194  0.76
C 0.969 0.901 -6.602  0.18
F 1.755 0.138 -5.801  -0.19
F 0.507 1.921 -5.832  -0.27
F -1.047 -0.370 -6.252  -0.24
F -0.925 0.871 -8.025  -0.31
H -0.059 -2.939 -8.422  0.40
H -1.176 -2.344 -7.237  0.33
H -0.638 -3.257 -4.887  0.26
H 1.598 1.321 -7.391  0.25
C -3.375 -0.040 1.567  -0.84
C -3.231 -1.386 2.292  1.08
C -1.967 -2.166 1.950  0.17
F -1.911 -2.502 0.642  -0.18
F -1.923 -3.335 2.644  -0.31
F -4.346 -2.133 2.077  -0.28
F -3.218 -1.120 3.637  -0.36
O -4.209 -0.042 0.406  -0.38
C -3.566 -0.425 -0.809  0.76
C -4.171 -1.693 -1.425  0.16
F -4.063 -2.753 -0.584  -0.22
F -3.524 -2.039 -2.568  -0.22
F -2.233 -0.525 -0.599  -0.25
F -3.733 0.624 -1.660  -0.29
H -3.887 0.635 2.265  0.48
H -2.409 0.444 1.380  0.42
H -1.068 -1.597 2.205  0.11
H -5.230 -1.551 -1.656  0.21
C -6.982 -1.650 4.012  -0.32
C -7.606 -1.127 5.314  0.83
C -8.318 -2.182 6.151  0.10
F -9.364 -2.735 5.498  -0.21
F -8.829 -1.628 7.284  -0.28
F -8.430 -0.083 5.028  -0.28
F -6.589 -0.599 6.065  -0.33
O -7.754 -1.451 2.824  -0.40
C -8.728 -2.457 2.552  0.76
C -10.160 -1.909 2.545  0.21
F -10.491 -1.370 3.747  -0.21
F -11.062 -2.895 2.302  -0.27
F -8.562 -3.488 3.414  -0.28
F -8.417 -2.946 1.321  -0.28
H -6.073 -1.059 3.844  0.05
H -6.622 -2.682 4.101  0.37
H -7.632 -2.978 6.454  0.28
H -10.281 -1.134 1.784  0.24

***

# 9
Below is the ion C5H8N3O2 with charge +1, with properties calculated with wB97M-V/def2-TZVPD.

Summary:
Net charge = +1
Highest occupied orbital energy (spin up / spin down) = -12.93 / -12.93 eV
E = -509.50120 Eh
SMILES string = [NH2+]=NC/C=C\C=C=[N+]([O-])O
Energy relative to the best compared isomer or geometry (same formula, charge and spin) = 867.3 kJ/mol

Each line ends with the Mulliken charge.
Atoms and positions in Å:
N 0.779 1.798 0.587  -0.20
N 0.263 1.194 -0.400  0.01
C 0.893 0.193 -1.089  -0.42
C 1.776 -0.814 -0.405  -0.51
C 1.156 -1.653 0.416  -0.24
C -0.257 -1.611 0.727  -0.13
C -1.041 -0.602 0.339  -0.22
N -2.223 -0.113 0.004  0.70
O -2.890 -0.570 -0.893  -0.53
O -2.456 1.156 0.616  -0.46
H 0.176 2.636 0.859  0.31
H 1.677 1.719 1.036  0.26
H 1.343 0.907 -1.870  0.35
H 0.132 -0.217 -1.754  0.38
H 2.844 -1.011 -0.657  0.37
H 1.629 -2.438 0.794  0.55
H -0.615 -2.389 1.411  0.39
H -3.186 1.816 0.278  0.38

***

# 10
Below is a cluster of 3 separate species, C17H43ClNO7PS2 in total, with properties calculated with wB97M-V/def2-TZVPD.

Summary:
Highest occupied orbital energy = -9.05 eV
E = -2852.83125 Eh
SMILES string = CC(C)[C@@H](C)CO[PH2](CCN)C[C@@H](C)Cl.CCOS(C)(=O)=O.CCOS(C)(=O)=O

Each line ends with the Mulliken charge.
Atoms and positions in Å:
C -3.134 -0.921 -0.138  -1.78
C -1.846 -1.033 -0.960  1.06
C -1.458 0.349 -1.517  -1.00
C -1.951 -2.166 -2.001  0.22
C -2.779 -1.814 -3.235  -1.77
C -0.589 -2.742 -2.383  -0.94
O 0.333 -1.759 -2.792  -0.22
P 1.989 -2.160 -2.425  0.80
C 2.552 -0.680 -3.347  -0.94
C 1.724 0.596 -3.187  0.06
N 2.276 1.742 -3.935  -0.61
C 3.761 -2.686 -1.959  -1.33
C 3.908 -4.084 -1.364  0.25
C 2.923 -4.421 -0.254  -1.20
Cl 3.771 -5.323 -2.674  -0.21
H -3.429 -1.892 0.269  0.44
H -3.965 -0.521 -0.721  0.32
H -2.962 -0.252 0.707  0.38
H -1.059 -1.334 -0.259  0.16
H -2.040 1.135 -1.032  0.47
H -0.406 0.564 -1.345  -0.08
H -1.626 0.428 -2.590  0.20
H -2.465 -2.988 -1.487  0.39
H -2.965 -2.711 -3.829  0.48
H -3.748 -1.392 -2.963  0.40
H -2.263 -1.100 -3.877  0.31
H -0.721 -3.479 -3.188  0.26
H -0.202 -3.297 -1.510  0.43
H 1.820 -3.377 -3.115  -0.15
H 1.642 -2.071 -1.061  -0.17
H 2.580 -0.963 -4.404  0.34
H 3.580 -0.479 -3.042  0.52
H 0.710 0.422 -3.530  0.13
H 1.688 0.887 -2.136  -0.05
H 3.276 1.796 -3.750  0.29
H 2.205 1.555 -4.931  0.26
H 4.374 -2.633 -2.863  0.47
H 4.162 -1.964 -1.237  0.46
H 4.920 -4.211 -0.981  0.42
H 3.246 -5.310 0.286  0.39
H 1.922 -4.600 -0.645  0.28
H 2.876 -3.590 0.454  0.30
C 2.295 4.148 2.903  -1.04
C 1.083 4.151 1.997  -0.27
O 1.401 4.566 0.647  -0.31
S 2.140 3.522 -0.294  1.16
C 1.768 4.280 -1.830  -0.91
O 1.471 2.256 -0.189  -0.58
O 3.550 3.573 -0.056  -0.64
H 3.007 3.376 2.616  0.29
H 1.974 3.964 3.929  0.40
H 2.803 5.111 2.864  0.30
H 0.603 3.172 1.953  0.26
H 0.344 4.879 2.325  0.29
H 0.692 4.251 -1.976  0.30
H 2.257 3.691 -2.604  0.30
H 2.140 5.301 -1.812  0.39
C -5.551 0.205 5.287  -0.97
C -4.237 -0.321 5.820  -0.39
O -3.143 -0.113 4.888  -0.26
S -2.512 1.342 4.820  1.24
C -1.039 0.912 3.961  -0.46
O -2.206 1.776 6.150  -0.68
O -3.313 2.179 3.981  -0.61
H -5.546 1.291 5.213  0.29
H -6.355 -0.094 5.960  0.39
H -5.754 -0.204 4.297  0.26
H -3.969 0.134 6.774  0.37
H -4.265 -1.401 5.949  0.27
H -0.441 0.254 4.585  0.37
H -0.513 1.845 3.769  0.10
H -1.312 0.433 3.024  0.10